[1]
Below is a 3-piece molecular cluster, C25H49FNO5 overall at a distorted geometry, with properties calculated with ωB97M-V with the def2-TZVPD basis set.

Atoms and positions in Å:
H1 2.97241 0.23629 -4.90157
H2 2.43379 0.35282 4.09280
H3 1.69634 -3.22615 -4.45451
C1 3.75151 1.26442 2.05053
C2 0.30638 3.84253 0.84284
C3 0.29769 0.57726 0.53076
O1 1.61612 -0.74585 -3.68266
C4 -4.12595 -4.76857 -0.69456
C5 -3.89233 -6.50652 0.90081
O2 -2.14136 -3.83377 0.34959
H4 3.20080 -0.17404 -2.46666
C6 0.07098 0.90698 -0.95012
C7 -0.50517 1.52775 1.44943
H5 -0.22037 -4.27405 -0.29898
H6 -0.62424 -4.70437 1.37487
H7 -4.70523 -4.72683 -1.62210
O3 -3.79629 -6.12706 -0.45922
H8 1.26131 0.62740 -5.14083
H9 -1.37605 1.84552 0.87491
O4 2.41340 -0.34583 0.33238
H10 4.09216 1.89796 2.86804
C8 -2.10730 3.06405 -2.72675
C9 -1.01301 4.45599 0.34381
N1 1.77166 0.67219 0.76970
H11 4.24811 0.30070 2.08327
C10 1.96362 -0.18753 -4.93636
H12 -0.00744 -1.22176 1.74566
H13 2.22277 -0.90637 2.88190
H14 4.01572 1.76900 1.12119
H15 0.41965 3.07548 4.89493
C11 1.64817 2.49896 2.43466
H16 3.11386 -4.07942 -5.09983
C12 1.86791 -1.20279 -6.05402
H17 2.36861 -1.67223 -2.03977
H18 0.89215 4.65980 1.27288
C13 -1.00299 -4.67552 0.35449
H19 -3.42730 -7.48603 0.99860
H20 -1.98273 2.81485 6.11926
C14 1.89020 0.08421 3.18680
C15 -2.89400 -3.90491 -0.84943
C16 -1.59193 3.89122 -2.03014
H21 -1.48098 5.81770 -1.28157
H22 2.29534 3.22140 1.93531
C17 2.22462 1.11539 2.11345
H23 -4.75362 -4.38075 0.11424
H24 -2.27388 -4.27974 -1.66991
H25 -3.37505 -5.79993 1.55414
H26 -2.40335 4.02286 4.87142
H27 1.79174 2.65408 3.50124
H28 -1.19211 5.37048 0.90819
H29 0.06279 5.02169 -1.46578
H30 1.64283 -3.94632 -6.08556
F1 -0.77006 1.50598 4.51527
H31 -1.10510 4.32722 6.01534
H32 3.47736 -1.65287 -3.43063
H33 -1.29849 -0.80690 0.64398
H34 -1.25087 -5.69098 0.03630
H35 0.56622 0.15541 -1.56340
H36 2.07243 -0.70280 -7.00590
H37 -0.46981 4.49610 3.13579
H38 -2.46514 2.30039 -3.37194
H39 0.46641 1.88160 -1.22238
H40 0.85345 -1.61260 -6.09796
H41 0.83353 0.04305 3.43661
H42 -0.99208 0.87856 -1.17919
H43 -1.86824 3.80956 0.52350
H44 -4.94051 -6.58214 1.21041
H45 0.90170 3.45241 0.01817
C18 -0.57777 2.89488 4.49351
H46 0.15589 -1.53494 -0.00653
C19 -0.67842 3.42448 3.07797
C20 0.20155 2.78486 1.97297
C21 -0.21258 -0.84524 0.74613
H47 -1.72415 3.33857 2.77156
C22 -0.96641 4.86644 -1.14147
O5 2.81732 -2.24540 -5.90976
C23 -1.59273 3.55296 5.42399
C24 2.27805 -3.43076 -5.35653
C25 2.73463 -1.07667 -2.87322
H48 -3.20713 -2.88650 -1.10132
H49 -0.89905 0.94269 2.27697

Computed properties:
* LUMO level (alpha / beta): 0.676 / 0.581 eV
* HOMO energy (alpha / beta): -8.133 / -9.042 eV
* spin multiplicity: 2

[2]
Below is C26H23NOS10Sc as an isolated structure, with properties calculated with ωB97M-V with the def2-TZVPD basis set.

Atoms and positions in Å:
H1 -3.13017 -3.36268 -5.14404
C1 -2.15762 0.41717 1.25419
C2 3.95736 1.08136 1.01677
C3 -1.79127 -1.93424 -4.29259
C4 -1.59601 -0.88007 -3.39125
S1 2.48600 1.45591 1.86199
S2 -2.51563 0.83906 -1.46031
H2 -3.57370 1.81286 2.04839
H3 -4.79943 -0.69838 -2.24232
H4 -1.71576 3.53130 -0.66829
C5 -3.00098 -0.00746 0.08281
H5 -1.04822 -5.22594 -0.39891
H6 2.12526 3.20265 -0.98863
C6 -0.69633 0.82543 3.52235
H7 1.93097 5.58160 -1.59170
C7 1.22797 5.20018 -0.85098
H8 -0.07582 -6.90764 1.11003
C8 -0.14076 4.87428 -1.44313
S3 5.79660 0.36012 -0.72811
C9 0.81446 -1.04781 2.80373
H9 -0.09506 0.94097 4.41358
O1 0.16267 1.79876 -0.47458
N1 -0.97357 -0.19914 1.39180
H10 1.11912 5.96312 -0.07456
H11 0.36839 -1.95203 3.22385
H12 -2.17091 2.27850 4.07012
C10 -0.27083 -4.94454 0.30017
H13 2.53919 -3.92001 2.70762
S4 -0.00506 -0.13692 -3.27642
S5 -0.55646 -2.51911 -0.87062
C11 1.73743 -4.22163 2.04371
C12 4.12711 0.61145 -0.23984
C13 -0.30175 -0.07644 2.53371
H14 -0.93447 -2.28316 -4.85347
S6 2.97216 0.23675 -1.50209
H15 -1.22594 4.82697 0.45427
H16 2.48241 4.00372 0.54904
C14 1.74228 3.90231 -0.24078
S7 5.44319 1.35434 1.90833
Sc1 0.53833 -0.14837 -0.74887
H17 -0.02918 4.20278 -2.29749
H18 -4.05226 0.17677 0.30360
H19 -2.83477 -1.07105 -0.09078
C15 -3.02369 -2.53996 -4.44735
C16 -1.85044 1.55621 3.32955
H20 -0.67603 5.76396 -1.77730
C17 0.28145 -5.88511 1.14542
H21 -5.08846 -2.57665 -3.83023
H22 1.75421 -6.27054 2.67591
C18 1.16311 -3.26150 1.21174
C19 0.15632 -3.60444 0.29844
S8 8.22261 0.92850 0.90967
C20 -4.12026 -2.10777 -3.70962
H23 1.51130 -0.62494 3.52310
C21 -2.71106 -0.46683 -2.64646
C22 6.57680 0.85696 0.71636
C23 -3.95682 -1.06240 -2.81843
S9 0.31594 3.00964 0.44275
C24 -2.62127 1.32062 2.19637
C25 -0.88467 4.14786 -0.33081
C26 1.30137 -5.53343 2.02566
S10 1.77066 -1.59193 1.35489

Computed properties:
* LUMO level: 1.871 eV
* HOMO energy: -3.881 eV
* charge: -1
* energy relative to the best compared isomer or geometry (same formula, charge and spin): 78.4 kJ/mol

[3]
Below is a 2-piece molecular cluster, C4H3O2 overall at a distorted geometry, with properties calculated with ωB97M-V with the def2-TZVPD basis set.

Atoms and positions in Å:
C1 -0.82227 0.88369 0.31014
O1 1.46185 -1.21174 1.18331
O2 2.21252 -0.37468 -0.82810
H1 -0.16401 1.01847 1.20480
C2 1.55398 -0.72181 0.08348
H2 -1.24454 1.75091 -0.16415
C3 -0.68831 -0.42413 -0.53100
H3 -0.53783 -0.67678 -1.51091
C4 -1.77138 -0.24393 0.25244

Computed properties:
* LUMO level: 3.922 eV
* HOMO energy: -2.649 eV
* charge: -1
* energy relative to the best compared isomer or geometry (same formula, charge and spin): 247.6 kJ/mol

[4]
Below is a 2-piece molecular cluster, C33H37IN2O4S2 overall at a distorted geometry, with properties calculated with ωB97M-V with the def2-TZVPD basis set.

Atoms and positions in Å:
C1 4.44781 -2.02825 3.66180
H1 1.51873 -0.18065 -3.22722
H2 -2.02996 0.59701 2.65552
C2 4.45060 -2.06959 -0.64105
S1 1.38312 -4.59961 -1.86280
H3 5.45221 -0.87313 7.14148
O1 1.32720 -0.70750 4.32995
H4 -8.21068 4.77367 -2.05503
H5 6.25506 -3.14730 3.65858
C3 -8.60480 2.74029 -3.30726
C4 5.97569 -2.05503 5.46115
O2 -8.13776 3.91594 -3.94285
H6 1.04235 0.89775 -1.96006
C5 0.86294 1.44486 2.32069
H7 4.40494 -3.74953 -1.96200
H8 -8.70801 1.97274 -4.07219
H9 -2.48930 -4.85854 -1.49354
H10 -9.58472 2.91257 -2.84920
C6 2.70634 -3.98681 -0.75283
H11 3.32333 -0.13537 6.18436
C7 -3.64706 2.79677 1.17948
H12 2.11897 2.75654 -3.06536
C8 2.08016 0.71398 0.29730
C9 2.50870 -0.50862 2.27103
C10 -1.69373 1.60968 2.47766
C11 -2.76762 -2.91476 -0.52226
H13 6.90788 -2.40196 5.86503
O3 -5.71775 3.84274 -2.26668
C12 1.83700 0.51792 1.63270
C13 -2.77089 2.25664 1.77963
H14 -0.59195 0.63952 0.97017
H15 1.59354 1.53825 -0.18146
C14 0.14190 -4.89497 -0.62306
H16 1.28972 2.43823 2.27297
H17 -4.17443 3.34047 -3.55635
H18 4.99030 -1.42235 -1.32415
H19 -8.10916 5.88318 -3.43071
C15 -7.74549 4.93049 -3.03259
H20 2.73543 1.66525 -4.34535
H21 -1.48441 2.10847 3.41358
I1 4.80646 1.57546 -2.00397
C16 2.36803 -0.78276 3.71868
C17 -0.78664 -2.75008 0.22576
C18 3.97205 -0.79280 5.63433
H22 -5.99128 5.85756 -2.25256
C19 2.91678 -0.08675 -0.43961
C20 1.84983 0.66448 -2.63651
C21 -2.14246 -4.02224 -0.93208
H23 1.02118 1.91944 -4.11973
N1 -0.85128 -3.91869 -0.44275
H24 -5.77651 5.16270 -3.86659
C22 -5.12066 2.93809 -3.17803
C23 1.96887 1.83316 -3.60507
N2 -1.92797 -2.12398 0.19997
S2 0.18151 -6.21659 0.27335
C24 3.37453 -1.33369 1.53823
C25 5.62385 -2.47730 4.20610
C26 5.16318 -1.20950 6.16618
H25 -0.44630 2.35254 0.85718
C27 4.03699 -2.42039 2.30717
C28 3.61901 -1.20309 4.37212
H26 2.20711 -3.48595 0.06051
H27 3.15386 -2.61148 -2.32703
H28 0.69901 1.14541 3.33727
C29 3.11321 0.20741 -1.89059
H29 3.22297 -4.83072 -0.33093
C30 3.67338 -3.09104 -1.50961
H30 5.17260 -2.58001 -0.03265
H31 0.09090 -2.38869 0.72318
C31 -6.24339 5.00422 -2.89016
H32 -3.79575 -2.69952 -0.72564
C32 -0.47573 1.52991 1.55709
H33 -4.91549 2.01529 -2.63788
H34 -7.90538 2.38852 -2.54500
C33 3.56753 -1.14613 0.18296
H35 -5.78273 2.71832 -4.01892
H36 3.47766 -0.65558 -2.39951
H37 -4.21030 3.29647 0.44234
O4 4.20517 -3.54098 1.88331

Computed properties:
* LUMO level: -1.045 eV
* SMILES: C#CCCCc1cc([C@H](I)CC)c(CCCSC(=S)n2ccnc2)c2c1C(=O)c1ccccc1C2=O.COCCOC
* HOMO energy: -8.781 eV